{
  "formula": "C2H8N3",
  "method": "the ωB97M-V functional and the def2-TZVPD basis",
  "relative_energy_kcal_mol": 41.9,
  "energy_ha": -245.0008,
  "homo_energy_ev": -13.96,
  "lumo_ha": -0.1200,
  "total_charge": 1,
  "homo_lumo_gap_ev": 10.698,
  "symbols": ["N", "C", "N", "C", "N", "H", "H", "H", "H", "H", "H", "H", "H"],
  "xyz": [[-1.866465, 0.263227, 0.447740], [-1.150372, 0.121034, -0.698294], [0.123112, -0.745583, -0.281830], [1.330988, -0.462639, 0.167837], [2.014589, 0.641662, 0.130324], [-2.638807, -0.372699, 0.613531], [-1.495788, 0.819716, 1.294512], [-0.883859, 0.973097, -1.260113], [-1.715480, -0.618524, -1.475246], [-0.234984, -1.497549, 0.286743], [1.959324, -1.245195, 0.717774], [1.640159, 1.386740, -0.438545], [2.917577, 0.736715, 0.495572]],
  "atomic_forces_ev_per_a": [[-0.896, 1.547, 2.808], [-0.127, -3.775, -1.503], [0.742, 0.526, 0.186], [1.061, -1.815, 1.294], [-2.016, 1.188, -1.857], [0.367, 0.398, 0.175], [-1.039, -1.310, -2.244], [0.765, 1.109, -0.264], [1.353, 1.856, 1.939], [-0.191, -0.666, -0.441], [-1.634, 0.573, -0.736], [0.305, 0.441, 0.181], [1.309, -0.072, 0.462]]
}